{"formula": "H80O40", "method": "wB97M-V/def2-TZVPD", "relative_energy_kj_mol": 1444.3, "homo_lumo_gap_ev": 9.014, "homo_energy_ev": -9.70, "species": ["H", "H", "O", "H", "H", "O", "H", "H", "O", "H", "H", "O", "H", "H", "O", "H", "O", "H", "O", "H", "H", "O", "H", "H", "O", "H", "H", "O", "H", "H", "O", "H", "O", "H", "H", "O", "H", "H", "O", "H", "H", "O", "H", "H", "O", "H", "H", "O", "H", "H", "O", "H", "O", "H", "H", "O", "H", "O", "H", "H", "O", "H", "H", "O", "H", "H", "O", "H", "H", "O", "H", "H", "O", "H", "H", "O", "H", "H", "O", "H", "H", "O", "H", "H", "O", "H", "H", "O", "H", "O", "H", "H", "O", "H", "H", "H", "H", "H", "H", "O", "H", "H", "O", "H", "H", "O", "H", "H", "O", "H", "H", "O", "H", "H", "O", "H", "H", "O", "H", "H"], "coordinates": [[4.219013, -3.245162, 1.876120], [3.726463, -4.091359, 0.621231], [4.152577, -3.253006, 0.841933], [-1.195600, -4.744261, -3.224554], [0.038434, -4.183181, -3.919096], [-0.686528, -4.799451, -4.024151], [-0.651039, 4.523057, 1.452057], [0.022805, 5.338400, 0.277632], [-0.370315, 4.506825, 0.477566], [-4.278269, 1.082123, -0.929752], [-3.496958, 1.279449, 0.421003], [-3.888148, 0.520498, -0.031557], [-2.755944, -4.563488, 1.159636], [-2.363899, -3.173285, 1.607185], [-2.229587, -3.802616, 0.988524], [1.999353, -4.265516, -0.182745], [2.285513, -5.255356, -0.152738], [-2.949796, -2.655183, -1.011056], [-2.378891, -3.338010, -1.404473], [-1.172531, -0.617921, -1.249141], [-2.856817, -0.315831, -0.938928], [-2.074368, -0.696003, -1.450593], [4.232408, -1.901180, 3.496386], [3.175224, -1.161510, 2.846653], [3.446803, -2.121614, 2.984497], [-1.364147, -5.676147, 0.970610], [-0.104656, -6.470572, 0.600496], [-1.043455, -6.385813, 0.382097], [-3.087253, -2.751945, -4.829690], [-3.434677, -1.855920, -3.796614], [-3.512506, -1.931734, -4.745506], [-5.231542, -0.849522, -0.452923], [-6.056659, -1.355847, -0.645788], [1.518958, -2.292535, 2.462984], [1.168784, -2.078461, 1.161005], [0.740323, -2.230860, 2.031861], [3.639451, -0.963730, -0.334868], [3.132260, -2.203258, 0.197449], [2.918364, -1.547119, -0.593404], [-2.545101, 6.017844, -1.192323], [-1.998528, 5.270151, 0.011907], [-2.468580, 5.881652, -0.304002], [1.977168, -0.155229, 5.475969], [2.931643, -1.412541, 5.367609], [2.176528, -0.967877, 4.918112], [-3.635062, -0.874039, 2.140124], [-2.474775, -1.612243, 2.731181], [-2.889702, -1.424765, 1.878128], [2.388103, 0.534936, -0.152562], [2.820511, 1.763236, -0.984789], [2.771006, 1.338248, -0.194735], [1.196152, 4.795555, 3.126396], [0.853194, 3.988343, 2.704798], [-2.928781, 1.682113, 4.604444], [-1.976790, 2.599384, 5.502772], [-2.937073, 2.141421, 5.421903], [-4.404490, 4.062720, 1.410222], [-4.236971, 3.343789, 0.784521], [1.566943, 1.620940, -3.341454], [3.154851, 1.425811, -3.156452], [2.258969, 1.245474, -2.767652], [-4.724055, 1.191618, 2.276753], [-3.597048, 2.212155, 2.320958], [-3.985797, 1.446627, 2.861577], [3.234638, 4.403377, -1.941044], [2.307934, 4.189463, -0.823296], [2.952636, 4.705739, -1.178438], [-0.940849, -2.060393, 3.901568], [-0.465523, -0.610088, 3.781175], [-1.329564, -1.166513, 3.830442], [-0.517951, 2.307943, 5.399626], [-0.565934, 0.756034, 5.504538], [-0.123292, 1.578873, 4.861770], [4.578274, 0.853394, -4.615856], [4.808453, 0.007778, -3.706566], [4.747175, 0.932432, -3.683619], [4.853798, 2.741497, -3.782448], [3.969822, 4.240981, -3.779661], [4.723117, 3.692188, -3.504792], [1.858849, 2.414755, -5.593219], [3.306378, 2.044597, -6.070073], [2.767558, 2.714084, -5.775176], [-2.744807, 0.075604, 5.994248], [-1.630040, -0.800492, 5.510222], [-1.844340, -0.247753, 6.254436], [-1.580065, 0.175824, 1.336631], [-0.221783, 0.994180, 0.806384], [-1.118708, 0.839394, 0.787961], [1.400757, -0.448137, -1.850699], [0.769001, -0.141476, -1.166580], [0.529692, -3.748324, -2.002384], [1.600928, -2.429184, -1.547232], [1.509915, -3.474098, -1.717719], [1.605095, 3.840830, 1.928050], [2.934297, -5.291760, -0.876021], [-3.476779, 3.577797, 0.339949], [-2.184415, -4.029506, -0.678374], [-6.697220, -0.657004, -0.461496], [0.217136, 0.219648, -1.820761], [4.432648, 2.940142, 1.629437], [3.948819, 3.459522, 0.814659], [4.098680, 1.919434, 1.401859], [-1.397978, 2.117402, -2.783148], [-1.194801, 2.583064, -2.028430], [-1.788378, 1.269220, -2.336178], [-4.912904, 2.234720, -1.492484], [-5.076900, 3.192339, -1.580993], [-5.847195, 2.111274, -1.160972], [1.989338, 1.140276, 3.180343], [1.373546, 1.457155, 3.734742], [2.468282, 2.085501, 3.045007], [4.763306, -3.208449, -2.191987], [4.387057, -2.917585, -1.426225], [3.936432, -3.185356, -2.764063], [-0.575518, -2.450564, -3.526684], [-1.314234, -2.136274, -3.934555], [-0.747853, -2.654635, -2.616498], [0.230754, 0.367031, -4.489288], [-0.135763, -0.174961, -5.303509], [-0.396991, 1.060783, -4.215341]], "atomic_forces_ev_per_a": [[-0.50, 0.22, -2.93], [-0.02, -0.57, 0.02], [0.59, -0.42, 2.45], [-0.47, 0.10, 0.51], [-0.19, 0.22, -0.20], [0.31, -1.83, -0.85], [1.29, -0.08, -1.88], [0.47, 1.17, 0.00], [-1.47, -1.34, 1.48], [1.54, -1.75, 3.37], [0.31, -0.40, 0.13], [-1.76, 1.50, -2.97], [-1.09, -0.55, 0.61], [-1.08, 3.32, 2.89], [1.77, -3.59, -2.37], [0.16, -2.66, -0.55], [0.39, 1.88, 0.77], [0.75, -0.51, 0.02], [0.37, -1.90, 0.08], [1.33, 0.33, 1.78], [2.38, -0.02, 0.46], [-3.52, -0.02, -2.33], [0.29, -0.52, 0.34], [-0.31, -1.39, 0.06], [0.30, 2.34, 0.31], [0.68, -0.43, -0.42], [-0.11, 0.10, -0.19], [-0.17, 0.32, 0.49], [0.80, -2.19, -0.91], [-0.37, 0.62, 0.79], [-0.38, 1.44, 0.25], [-0.46, -0.81, -0.04], [0.75, 1.12, 0.28], [3.82, -0.64, 3.49], [-1.36, 0.12, -0.07], [-2.71, 0.49, -3.37], [0.15, 0.74, -0.69], [-0.36, 0.57, -1.73], [0.75, -1.02, 2.43], [0.25, -0.11, -3.40], [6.41, -7.69, 2.75], [-6.97, 8.01, 0.34], [0.50, -1.43, -1.06], [-1.01, 0.47, -0.31], [0.14, 0.97, 1.90], [-0.12, 0.08, -0.28], [0.24, 0.57, -0.13], [-0.60, 0.05, -0.12], [-2.48, -3.72, -0.80], [-0.39, 0.82, -3.85], [3.04, 3.17, 5.34], [-0.11, -0.33, 0.02], [3.35, -0.04, -2.28], [0.08, -0.52, -1.62], [-4.17, -1.76, -0.48], [2.93, 2.78, 1.98], [0.04, -0.02, -0.18], [-2.58, -0.42, 2.15], [0.70, -0.36, 0.13], [-1.24, -0.21, 0.17], [0.62, 0.86, -0.66], [0.32, 0.04, 0.45], [-0.73, -1.56, 1.17], [0.36, 1.25, -1.46], [2.28, -2.78, -5.74], [-2.89, -2.48, 1.13], [0.55, 5.01, 4.90], [-0.05, 0.29, -0.19], [-2.05, -1.08, -0.41], [3.15, 0.40, 0.90], [1.32, -0.61, -0.86], [1.14, 2.75, -2.13], [-2.06, -2.31, 3.41], [-0.36, 1.62, -1.57], [0.64, -2.96, 2.10], [0.18, 0.88, -0.79], [-1.14, 2.09, 0.14], [0.41, -1.44, -0.84], [0.78, -0.19, 0.70], [0.77, -0.39, -0.36], [1.31, -2.58, -1.19], [-2.24, 2.90, 1.42], [1.20, 0.09, 0.66], [0.11, -0.87, -0.72], [-0.96, 0.71, 0.58], [1.30, -0.02, -0.14], [3.04, -0.37, 0.89], [-4.41, 0.51, -0.58], [0.42, 0.05, 0.93], [0.79, -1.72, -0.09], [3.41, 1.18, 1.18], [-0.83, -3.35, -0.75], [-2.62, 2.54, -0.63], [-3.01, 0.37, 2.89], [-0.48, -0.10, 0.05], [2.69, 1.05, -1.71], [-0.65, 2.24, -1.77], [-0.33, -0.39, -0.08], [-1.86, 1.55, -1.10], [-3.26, -1.91, -3.43], [1.98, -1.95, 2.82], [1.13, 4.04, 0.50], [-1.73, -3.91, -1.21], [1.07, 2.13, 2.67], [0.70, 1.42, -1.33], [-3.50, 1.47, -0.66], [1.42, -0.03, -0.32], [1.25, -0.91, -0.27], [5.67, 2.17, -3.85], [-4.26, 1.26, 3.45], [-1.11, -3.39, -0.05], [-0.35, -1.18, -4.59], [-1.23, 1.40, 3.74], [1.58, -0.27, 0.69], [4.42, 0.12, 0.99], [-3.30, 1.35, -1.28], [-1.25, 0.40, 0.69], [-0.67, -1.14, -2.39], [0.77, 1.94, 2.73], [-0.31, -0.48, -0.40]]}


{"formula": "C26H31N2O7PSTeV", "method": "wB97M-V/def2-TZVPD", "relative_energy_kj_mol": 38.1, "total_charge": 1, "homo_lumo_gap_ev": 5.626, "homo_energy_ev": -10.28, "species": ["V", "O", "C", "C", "C", "C", "C", "C", "C", "O", "N", "N", "C", "C", "C", "C", "C", "C", "C", "O", "H", "H", "H", "H", "H", "H", "H", "H", "H", "H", "C", "S", "C", "O", "H", "H", "H", "H", "H", "H", "C", "C", "C", "C", "C", "C", "H", "H", "H", "H", "H", "C", "C", "O", "P", "O", "Te", "O", "C", "C", "H", "H", "H", "H", "H", "H", "H", "H", "H", "H"], "coordinates": [[0.128167, -0.116960, 0.406163], [2.980442, -0.861041, 3.581934], [3.325686, -2.094455, 3.156570], [4.358781, -2.709243, 3.867584], [4.802035, -3.964944, 3.519795], [4.229651, -4.653534, 2.449197], [3.201503, -4.066232, 1.753887], [2.724335, -2.788430, 2.091994], [1.604073, -2.264749, 1.321274], [1.229910, -0.996767, 1.559240], [0.941967, -2.934549, 0.436826], [-0.050324, -2.110860, -0.052137], [-1.016947, -2.686231, -0.689358], [-2.240352, -2.009096, -0.987690], [-3.223905, -2.623751, -1.788592], [-4.462398, -2.048572, -1.928301], [-4.764038, -0.862336, -1.241126], [-3.832120, -0.243569, -0.439002], [-2.554919, -0.808120, -0.323617], [-1.677768, -0.231162, 0.485776], [2.375691, -0.432321, 2.957020], [4.799266, -2.162742, 4.690103], [5.607291, -4.417089, 4.083658], [4.587102, -5.634815, 2.172486], [2.733979, -4.581987, 0.926178], [-0.908317, -3.743596, -0.919514], [-2.991472, -3.559101, -2.282400], [-5.215891, -2.518368, -2.544498], [-5.749815, -0.427187, -1.342242], [-4.047916, 0.670148, 0.096481], [0.756700, 1.325678, -3.601945], [-0.368726, 0.138336, -2.889947], [-1.908626, 0.760619, -3.533716], [-0.438080, 0.555685, -1.413412], [0.763848, 1.197701, -4.683985], [1.743835, 1.112360, -3.195078], [0.432344, 2.327198, -3.323572], [-1.866576, 0.705935, -4.621548], [-2.048265, 1.786549, -3.196946], [-2.706261, 0.120607, -3.162668], [4.190516, -0.200429, -2.302344], [3.259905, -1.203994, -2.510439], [2.081671, -1.239925, -1.769051], [1.827598, -0.251585, -0.827665], [2.769154, 0.745809, -0.592665], [3.942662, 0.765145, -1.339183], [5.108671, -0.178774, -2.873596], [3.446445, -1.978490, -3.243355], [1.390107, -2.048029, -1.953382], [2.608719, 1.511434, 0.149183], [4.666248, 1.548855, -1.153750], [-2.027087, 0.522902, 4.552871], [-0.555550, 0.679671, 4.269157], [-0.372810, 0.880219, 2.839684], [0.460418, 2.146393, 2.296193], [0.387267, 1.644559, 0.763439], [-0.295037, 4.208837, 2.852315], [1.972315, 1.788548, 2.632371], [2.825759, 2.468092, 3.598119], [4.238728, 2.413628, 3.081157], [-2.182108, 0.314624, 5.611736], [-2.444663, -0.302812, 3.976747], [-2.559302, 1.438530, 4.297095], [0.023550, -0.206463, 4.531593], [-0.141711, 1.541256, 4.798233], [2.714710, 1.938972, 4.544743], [2.460675, 3.489023, 3.712874], [4.556970, 1.382573, 2.930345], [4.908884, 2.876231, 3.806165], [4.327492, 2.959207, 2.141366]], "atomic_forces_ev_per_a": [[0.06, 1.32, -1.14], [-0.05, 0.10, -0.07], [0.06, -0.11, 0.01], [-0.05, 0.04, -0.05], [0.02, -0.02, 0.00], [-0.01, 0.02, 0.00], [0.00, -0.02, 0.01], [-0.04, -0.17, -0.11], [0.19, 0.44, 0.23], [-0.10, -0.28, 0.19], [-0.08, -0.01, -0.03], [0.00, -0.29, 0.11], [-0.07, 0.02, -0.04], [-0.01, -0.07, -0.09], [-0.05, 0.05, -0.01], [0.05, -0.07, -0.02], [0.01, 0.11, 0.03], [-0.01, -0.14, -0.20], [0.12, 0.20, 0.35], [-0.15, -0.49, 0.31], [-0.02, -0.02, 0.01], [0.00, 0.00, 0.00], [0.00, 0.00, 0.00], [0.00, -0.01, 0.00], [-0.01, 0.01, 0.01], [-0.03, 0.00, 0.02], [0.00, -0.01, 0.00], [0.01, -0.01, -0.01], [0.00, 0.00, 0.00], [0.00, 0.00, 0.03], [0.02, 0.01, -0.03], [0.19, 0.10, 0.06], [-0.01, 0.04, 0.01], [-0.43, -0.14, -0.38], [-0.03, -0.02, 0.00], [-0.01, 0.01, -0.02], [-0.01, 0.00, 0.01], [0.02, -0.01, 0.00], [0.01, 0.00, 0.00], [-0.01, -0.03, 0.03], [0.02, -0.01, -0.02], [-0.02, -0.03, -0.01], [0.04, 0.03, -0.03], [0.15, -0.27, 0.32], [0.03, 0.02, -0.11], [-0.02, 0.06, 0.05], [0.00, 0.00, -0.01], [0.00, -0.01, 0.00], [0.00, 0.00, 0.01], [0.01, -0.01, 0.02], [0.01, 0.00, 0.00], [-0.01, -0.02, 0.04], [0.00, -0.03, -0.10], [0.05, 0.14, 0.32], [-0.11, -0.65, -0.63], [0.32, -0.03, 0.82], [-0.09, 0.25, 0.01], [0.06, -0.01, 0.05], [-0.11, -0.01, -0.04], [0.05, 0.02, 0.01], [0.01, 0.01, 0.01], [0.01, 0.00, -0.02], [0.00, 0.00, -0.01], [-0.02, 0.00, 0.02], [-0.01, -0.01, 0.02], [0.04, 0.01, 0.00], [0.04, 0.00, 0.01], [-0.01, -0.01, 0.00], [-0.01, 0.00, 0.01], [-0.01, 0.00, 0.00]]}


{"formula": "C4H10N2O2", "method": "wB97M-V/def2-TZVPD", "relative_energy_kj_mol": 412.9, "total_charge": -2, "homo_lumo_gap_ev": [4.954, 3.980], "homo_energy_ev": [2.16, 3.25], "species": ["C", "C", "C", "C", "N", "N", "O", "O", "H", "H", "H", "H", "H", "H", "H", "H", "H", "H"], "coordinates": [[0.565209, 1.906507, -0.166794], [-1.532984, 0.310690, -0.053688], [0.643347, -1.944341, 1.149963], [-0.221933, 0.591476, -0.604900], [-0.177594, 0.360283, -2.032996], [1.144662, -0.669279, 0.815273], [-1.019139, -0.596412, -2.704855], [1.346745, 0.131156, 1.887039], [1.217376, 1.583885, 0.683263], [-0.185310, 2.750611, 0.188988], [1.213606, 2.164546, -0.982883], [-2.204141, 1.081396, -0.290273], [-1.522524, 0.045203, 1.056883], [-1.678676, -0.700129, -0.499581], [0.733213, -2.207488, 2.341878], [-0.455949, -2.047775, 0.950551], [1.263550, -2.749555, 0.594627], [0.870542, -0.010773, -2.332494]], "atomic_forces_ev_per_a": [[-1.80, -1.53, 0.86], [1.26, -3.19, 1.89], [-0.13, -2.01, 2.10], [1.59, 1.69, -0.93], [3.00, -1.52, -1.08], [1.45, 1.46, 0.08], [0.25, 0.70, 1.15], [-0.34, -1.04, -0.15], [-0.71, 0.49, -0.24], [1.42, -1.26, -0.89], [0.06, 0.69, -0.61], [-1.70, 0.88, -0.38], [0.16, 1.00, -0.92], [-1.14, 0.80, -0.26], [0.01, 0.69, -2.35], [0.54, -0.23, -0.18], [-1.19, 0.91, 0.63], [-2.75, 1.48, 1.28]]}


The following max |F| values (in eV/A) correspond, in order, to the records above: 10.6 1.7 3.9.
The following calculated total energy values (in eV) correspond, in order, to the records above: -83190.846 -97878.848 -11375.346.